Here is an isolated ion of composition C9H9Cl2N3 and charge +2 at a distorted geometry from the Open Molecules 2025 dataset. Energies are from ωB97M-V/def2-TZVPD.

Values from the calculation:
E_HOMO: -0.6322 Ha
Kohn-Sham gap: 7.0 eV
Net charge: +2
Max |F|: 0.0801 Eh/bohr
LUMO: -10.2 eV
Energy above the lowest of the compared OMol25 structures with the same formula, charge and spin: 122.3 kJ/mol
Total energy: -38974.04605 eV

Geometry (Å):
C -0.2447 3.4716 1.7131
C -0.2260 3.2300 0.3363
C -0.2191 2.4170 2.5713
C -0.4005 1.9861 -0.2065
C -0.2275 1.1363 2.0906
C -0.4523 0.8530 0.6837
C 1.3078 -3.2560 -1.0983
C -0.7147 -1.8965 -1.9002
C -0.3319 -0.5029 0.1133
N -0.7340 -0.7578 -1.1550
N 2.1787 -2.4598 -1.4221
N -0.0834 -3.0136 -1.6253
Cl -1.9490 -1.7686 -3.1176
Cl -0.2014 -1.7997 1.2556
H -0.0641 4.4065 2.2936
H -0.0194 4.1658 -0.2327
H -0.0088 2.5773 3.5387
H -0.3449 1.7474 -1.3090
H -0.0974 0.2286 2.6229
H 1.3139 -4.2085 -0.6213
H -1.3649 -0.0169 -1.4088
H 3.1368 -2.5857 -1.1425
H -0.2535 -3.9535 -1.9796

Atomic forces in eV per Å
C 0.7 0.5 0.7
C -0.1 2.4 -1.0
C -0.2 -2.4 -2.0
C 0.3 -1.1 -0.9
C -0.8 -1.2 -2.0
C 1.4 -0.5 -0.9
C -0.4 0.9 -0.2
C -2.0 -1.0 -0.5
C -1.0 1.4 3.7
N 1.2 0.0 0.6
N -0.3 1.3 -0.1
N 1.2 0.4 0.2
Cl 1.2 -0.7 0.6
Cl 0.3 0.6 -1.2
H -0.4 -0.1 -1.6
H -0.4 -1.2 -0.2
H 0.4 0.5 3.5
H -0.1 1.0 1.3
H 0.1 -0.1 1.3
H 0.2 -0.7 0.6
H -0.2 0.1 -1.2
H 0.4 -0.5 0.2
H -1.5 0.6 -1.0

Here is an isolated molecule of C9H9F2NO2Si at a distorted geometry from the Open Molecules 2025 dataset. Energies are from ωB97M-V/def2-TZVPD.

Values from the calculation:
E_HOMO: -0.3384 Ha
Kohn-Sham gap: 9.5 eV
Net charge: 0
Max |F|: 0.0798 Eh/bohr
LUMO: 0.3 eV
Energy above the lowest of the compared OMol25 structures with the same formula, charge and spin: 9.4 kJ/mol
Total energy: -28375.77004 eV

Geometry (Å):
C -3.1480 0.5595 -0.5439
C -2.1820 0.1048 -1.4569
C -2.6506 1.4188 0.4192
C -0.8666 0.4633 -1.3849
C -1.3626 1.8370 0.4603
C -0.3993 1.2879 -0.3454
C 1.0826 -1.3491 1.3123
C 1.4264 -2.6774 0.6358
C 1.8585 -1.4443 0.0354
N 2.4964 -0.7856 -0.8712
O 2.4721 0.6682 -0.6239
O 3.0518 -1.1041 -1.9056
F 1.9430 2.9886 0.0255
F 1.7186 1.3174 1.7605
Si 1.3906 1.5267 0.2192
H -4.0275 0.0528 -0.4066
H -2.4146 -0.6229 -2.3069
H -3.4078 1.8470 1.1726
H -0.1697 0.1491 -2.1672
H -1.1796 2.5145 1.2846
H 0.0822 -0.8193 1.2294
H 1.5576 -1.3680 2.2718
H 2.1928 -3.3795 1.0033
H 0.5356 -3.1854 0.1828

Atomic forces in eV per Å
C 3.8 0.0 0.0
C -1.3 -1.5 -1.9
C -3.9 0.9 0.9
C 1.5 0.6 0.0
C 0.3 0.5 1.5
C 1.2 0.1 0.0
C -0.1 0.3 -0.7
C -1.7 -1.6 -1.8
C 0.3 0.8 0.8
N -1.0 0.4 0.9
O 0.9 -1.2 -1.1
O 0.0 -0.1 0.3
F -0.3 0.6 -0.3
F -0.7 -0.1 0.3
Si -0.3 0.2 -0.4
H -2.4 -0.6 -0.2
H -0.1 1.1 1.4
H 1.4 -0.7 -1.1
H -0.2 -0.2 0.4
H 0.7 0.1 -0.1
H 1.1 -1.4 0.3
H 0.4 1.1 0.3
H -0.5 0.6 0.3
H 1.1 0.2 0.1

Here is an isolated ion of composition C9H9F3NO and charge +1 at a distorted geometry from the Open Molecules 2025 dataset. Energies are from ωB97M-V/def2-TZVPD.

Values from the calculation:
E_HOMO (spin up / spin down): -0.3412 / -0.4860 Ha
Expectation value of S²: 2.05
Kohn-Sham gap (spin up / spin down): 5.8 / 6.3 eV
Net charge: +1
Max |F|: 0.1112 Eh/bohr
Spin multiplicity: 3
LUMO (spin up / spin down): -3.5 / -7.0 eV
Total energy: -21156.57916 eV

Geometry (Å):
C 1.8464 1.4732 -1.0711
C 1.4982 -0.5548 0.2314
C 3.7365 0.3625 0.0074
C 0.9883 0.4673 -0.6065
C 3.1940 1.3951 -0.8102
C 2.8535 -0.4752 0.6399
C -1.2263 1.4958 0.1586
C -0.8183 1.1389 -2.3578
C -0.4357 0.4485 -1.0446
N -1.1204 -0.8113 -0.8576
O -2.1587 1.0642 0.7200
F 4.0342 2.1874 -1.4755
F 3.3513 -1.2771 1.5495
F -0.7621 2.6824 0.1918
H 1.6587 2.2364 -1.8177
H 0.8647 -1.4796 0.6274
H 4.7276 0.4193 0.2895
H -0.5835 2.3087 -2.3187
H -1.8908 1.2711 -2.4257
H -0.4287 0.6161 -3.2456
H -2.1221 -0.6700 -0.9750
H -0.8889 -1.0780 0.0622
H -0.9259 -1.4733 -1.4911

Atomic forces in eV per Å
C 0.7 0.0 -0.7
C 1.1 -4.2 3.8
C -0.6 -1.0 1.3
C -1.4 2.1 -3.4
C -1.3 1.1 -1.6
C -0.5 0.2 -1.3
C 0.2 -3.3 -2.9
C 0.4 2.3 0.2
C 0.4 4.8 1.3
N -1.8 3.0 1.5
O -0.9 0.0 1.2
F -0.3 -0.4 0.6
F -0.2 -0.8 0.4
F 0.7 1.2 0.3
H -0.8 -0.1 0.2
H 1.6 2.2 -0.7
H 1.9 -0.1 0.6
H 0.3 -2.8 -0.2
H -0.5 -0.7 -0.1
H 0.0 0.5 0.3
H -0.4 0.2 0.7
H -0.2 -1.1 1.6
H 1.7 -3.3 -3.1

Here is a 2-piece molecular cluster, C9H9F7NO11S3 overall at a distorted geometry from the Open Molecules 2025 dataset. Energies are from ωB97M-V/def2-TZVPD.

Values from the calculation:
E_HOMO: -0.1523 Ha
Kohn-Sham gap: 4.8 eV
Net charge: -1
Max |F|: 0.1907 Eh/bohr
LUMO: 0.7 eV
Total energy: -85006.78703 eV

Geometry (Å):
C 4.9089 1.1734 -0.1720
C 3.9827 0.6066 -1.0810
C 2.9436 -0.5697 -0.7429
C 1.5941 -0.0028 -0.0152
O 2.1714 0.5488 1.2228
S 2.3133 -0.6864 2.3471
O 3.6757 -1.2508 2.6238
O 1.7379 -0.4523 3.7074
O 1.1850 -1.6976 1.6225
C 0.5455 -1.1260 0.4333
S 0.3310 -2.6689 -0.6165
C -0.4586 -2.3517 -2.2581
O 1.6306 -3.4192 -0.8396
O -0.5764 -3.6392 0.1215
S -1.1367 -0.6562 1.1050
O -2.2272 -1.1011 0.1438
O -1.3435 -1.5101 2.3424
C -1.3055 1.1054 1.6762
F -2.5575 1.2022 2.3452
F -0.3332 1.4050 2.6769
C -1.2119 2.2439 0.5543
F 0.1224 2.7411 0.3938
F -1.9415 3.3613 1.0724
C -1.8894 1.9102 -0.8534
F -3.2490 1.5601 -0.7122
F -1.1723 1.0044 -1.6582
F -1.9131 3.1405 -1.5800
H 5.9747 1.4246 -0.4797
H 4.5718 1.4292 0.8959
H 3.9858 0.9980 -2.1629
H 2.6641 -1.0319 -1.7644
H 3.4199 -1.4329 -0.1519
H 1.2687 0.7853 -0.7899
H 0.3360 -2.1590 -3.0714
H -0.9762 -3.3363 -2.5608
H -1.2765 -1.5572 -2.2450
N -6.4498 1.0020 -0.3819
O -6.6265 2.1563 -0.8234
O -6.4279 0.8016 0.8489
O -6.2905 0.0493 -1.1725

Atomic forces in eV per Å
C -1.9 -0.7 -0.9
C 1.2 0.7 1.2
C -0.7 0.1 -1.0
C 2.2 -0.7 -2.0
O -1.0 -1.5 0.9
S 0.7 -1.3 6.0
O -3.1 1.4 -3.3
O 0.4 0.8 -4.3
O 0.9 1.1 -1.4
C 2.6 1.0 1.6
S -0.5 -7.9 0.2
C -0.3 0.3 -1.4
O -2.3 3.7 0.1
O 1.7 4.0 -1.6
S -6.3 -7.1 2.3
O 3.8 3.0 1.1
O 1.9 3.6 -2.8
C -0.4 2.6 2.9
F 3.1 -0.7 -2.3
F -1.9 -0.9 -2.5
C -0.3 2.7 0.9
F -2.9 -1.8 0.1
F 1.6 -2.6 -1.2
C -2.4 1.8 -2.2
F 4.3 0.4 -0.2
F -1.4 1.6 2.0
F 0.5 -2.9 1.6
H -1.9 0.6 0.1
H 1.0 -1.5 -1.4
H 0.6 -1.5 1.5
H 0.3 0.7 1.6
H -0.6 1.6 -0.7
H -0.2 -0.8 2.1
H -1.1 0.0 1.6
H 1.0 1.3 1.1
H 1.3 -0.9 0.3
N 0.0 0.0 0.0
O 0.0 0.2 -0.1
O 0.0 0.0 0.1
O 0.1 -0.1 -0.1

Here is an isolated molecule of C9H9N at a distorted geometry from the Open Molecules 2025 dataset. Energies are from ωB97M-V/def2-TZVPD.

Values from the calculation:
E_HOMO (spin up / spin down): -0.2729 / -0.3025 Ha
Kohn-Sham gap (spin up / spin down): 7.1 / 8.0 eV
Net charge: 0
Max |F|: 0.0790 Eh/bohr
LUMO (spin up / spin down): -0.3 / -0.3 eV
Energy above the lowest of the compared OMol25 structures with the same formula, charge and spin: 967.3 kJ/mol
Total energy: -10958.41428 eV

Geometry (Å):
C 0.5392 0.3512 2.5283
C 0.9925 -0.5859 1.7226
C -1.3844 1.7915 -0.1828
C -1.4729 1.4070 -1.5495
C 1.0269 -1.0425 0.3390
C 0.8406 1.0884 1.3153
C -0.9162 0.4095 -0.5902
C 0.5741 0.3205 -0.0923
C 0.2310 -2.3246 0.0843
N -1.1780 2.4019 0.8345
H -2.3529 1.1043 -2.0304
H -0.6717 1.9042 -2.0578
H 2.0447 -1.0851 -0.1019
H 1.7456 1.8272 1.2530
H -1.4843 -0.4972 -0.4531
H 1.2207 0.7336 -0.8499
H -0.4617 -2.6421 0.7809
H 0.8755 -3.2427 -0.0823
H -0.1686 -1.9191 -0.8675

Atomic forces in eV per Å
C 0.5 -1.5 -0.4
C 0.3 1.0 2.1
C -1.1 -0.5 1.7
C 2.0 0.1 -0.8
C 1.2 -1.4 1.2
C 1.4 0.7 -2.2
C 1.9 -1.1 1.2
C -2.1 2.0 -0.8
C 2.5 0.4 -3.2
N -0.1 1.2 0.4
H -1.1 0.1 -0.7
H -0.1 0.4 -1.1
H -0.3 -0.6 0.6
H -1.9 -1.1 0.4
H -0.4 0.3 0.4
H 0.3 0.3 -0.3
H -1.7 0.1 1.4
H -0.5 1.3 -0.1
H -0.7 -1.8 0.1

Here is C9H9N2O as an isolated structure at a distorted geometry from the Open Molecules 2025 dataset. Energies are from ωB97M-V/def2-TZVPD.

Values from the calculation:
E_HOMO (spin up / spin down): -0.4773 / -0.4772 Ha
Kohn-Sham gap (spin up / spin down): 6.3 / 6.4 eV
Net charge: +1
Max |F|: 0.0821 Eh/bohr
LUMO (spin up / spin down): -6.7 / -6.6 eV
Energy above the lowest of the compared OMol25 structures with the same formula, charge and spin: 632.4 kJ/mol
Total energy: -14492.65570 eV

Geometry (Å):
C -3.4975 -0.8460 0.1875
C 3.7613 -0.3934 -0.7261
C -3.6307 0.4661 -0.2152
C -2.1713 -1.3230 0.6218
C 4.0557 -0.5035 0.6923
C 2.5523 0.2181 -0.9309
C -2.5076 1.2174 -0.3308
C -1.0636 -0.5406 0.4363
C 2.9780 0.1925 1.0314
N 2.0366 0.6690 0.2715
N -1.2545 0.7554 0.1014
O -0.2492 1.5996 0.0456
H -4.3390 -1.5344 0.3055
H 4.1911 -0.8939 -1.4938
H -4.5383 0.8925 -0.6354
H -1.8241 -2.3265 0.7332
H 4.9278 -0.6375 1.2532
H 2.0175 0.4195 -1.7924
H -2.3434 2.2174 -0.5443
H -0.0844 -0.8689 0.6120
H 0.9833 1.2205 0.3774

Atomic forces in eV per Å
C 2.0 -1.7 1.9
C -1.8 0.5 1.5
C -0.4 -0.5 -1.0
C -1.5 0.8 -2.4
C 0.0 1.3 0.1
C 1.0 0.2 1.4
C 3.5 -1.0 2.0
C -2.0 1.7 0.3
C -1.3 -0.2 -1.6
N 0.2 0.7 1.8
N -1.4 -0.5 -0.9
O 0.6 0.6 0.1
H 0.3 0.4 -0.3
H 2.0 -1.5 -1.8
H -0.1 -0.2 0.4
H -1.1 -0.9 0.6
H 1.1 -0.8 0.4
H -1.0 0.2 -1.6
H -0.6 1.9 -0.8
H 1.2 -0.3 0.2
H -0.8 -0.6 -0.5

Here is C9H9N2OP as an isolated structure at a distorted geometry from the Open Molecules 2025 dataset. Energies are from ωB97M-V/def2-TZVPD.

Values from the calculation:
E_HOMO: -0.3012 Ha
Kohn-Sham gap: 8.2 eV
Net charge: 0
Max |F|: 0.0625 Eh/bohr
LUMO: 0.0 eV
Energy above the lowest of the compared OMol25 structures with the same formula, charge and spin: 388.3 kJ/mol
Total energy: -23789.75745 eV

Geometry (Å):
C -0.2975 -3.2918 0.1302
C -0.9246 -2.8891 -1.0624
C 0.3027 -2.3586 0.9648
C -0.8399 -1.5222 -1.4502
C 0.3783 -1.0488 0.5995
C -1.4100 1.3784 -1.6075
C -0.2184 -0.6013 -0.5737
C -1.1544 2.2439 -2.5327
C 0.9107 2.8028 -0.2414
N 0.6990 1.5928 -0.3008
N -0.2320 0.7781 -0.9868
O -0.9799 3.0551 -3.3263
P 1.7994 4.1833 -0.2088
H -0.2585 -4.3845 0.3947
H -1.3912 -3.5217 -1.8291
H 0.8809 -2.6835 1.8794
H -1.3527 -1.2204 -2.3331
H 1.0219 -0.3000 1.2089
H -2.3711 1.2809 -1.1784
H 2.0332 1.0654 6.0761
H 1.4947 4.5047 1.1066
H 1.9097 0.9365 5.2709

Atomic forces in eV per Å
C -0.7 -1.6 -0.4
C 0.8 1.6 -0.4
C 1.2 -1.3 0.8
C 0.1 -1.0 2.2
C 1.4 2.8 0.8
C 2.0 -1.5 1.7
C -0.8 0.2 -1.5
C -0.4 0.9 -0.9
C -0.2 -2.2 0.1
N -0.8 -0.3 -1.0
N 0.5 1.1 1.0
O 0.3 0.3 -0.6
P 0.5 0.6 -0.6
H -0.2 1.3 -0.2
H 0.2 -0.2 0.9
H -1.0 0.3 -1.1
H 0.0 0.4 -0.6
H -1.5 -1.4 -1.0
H -0.8 -0.1 0.3
H -0.4 -0.4 -2.3
H -0.5 0.3 0.6
H 0.4 0.4 2.3

Here is an isolated molecule of C9H9N3O at a distorted geometry from the Open Molecules 2025 dataset. Energies are from ωB97M-V/def2-TZVPD.

Values from the calculation:
E_HOMO: -0.3193 Ha
Kohn-Sham gap: 8.8 eV
Net charge: 0
Max |F|: 0.1791 Eh/bohr
LUMO: 0.1 eV
Energy above the lowest of the compared OMol25 structures with the same formula, charge and spin: 635.5 kJ/mol
Total energy: -15989.96267 eV

Geometry (Å):
C -1.6457 2.0302 3.1614
C -0.3437 0.4885 1.7450
C 0.7642 -0.3474 1.6557
C 1.1136 -0.9000 0.4415
C 0.4989 -0.8449 -0.8208
C -0.8249 -0.2417 -0.7377
C -1.0745 0.5263 0.5537
C 0.0029 -1.4637 -3.2953
C 2.0677 -0.8851 -2.5446
H -2.7933 1.8705 3.2258
H -1.3855 2.6165 4.2501
H -1.1932 2.7073 2.1233
H 1.4634 -0.5309 2.5447
H 2.0322 -1.6483 0.7471
H -1.5979 -0.0276 -1.3226
H -1.7549 1.4449 0.6111
H -0.9425 -1.9209 -3.1327
H 2.6024 -0.0785 -1.8629
N 0.8151 -1.1702 -2.0989
N 0.9455 -1.4522 -4.2690
N 2.0481 -1.0222 -3.9577
O -0.7979 0.8493 2.9828

Atomic forces in eV per Å
C 1.8 2.5 -0.9
C -0.6 -1.9 -0.8
C 0.9 0.4 1.3
C 4.2 -3.4 0.8
C -6.2 2.1 2.5
C 4.6 2.2 7.7
C -0.7 1.1 -1.5
C 4.8 0.2 2.4
C -0.7 2.3 -1.0
H 2.1 -0.2 -0.7
H -0.3 -1.8 -3.3
H -2.2 -1.2 3.5
H -1.4 0.2 -1.4
H -2.0 1.9 -2.0
H -2.4 0.3 -3.6
H -0.1 -2.0 -0.8
H -0.5 -0.2 -0.6
H -0.3 -2.4 -1.9
N 1.5 -1.1 -3.4
N -7.4 -1.9 -1.9
N 5.4 1.8 4.7
O -0.5 1.0 0.8

> Which of these has the highest total energy?

C9H9N

Repeat the third record exactly.
Here is an isolated ion of composition C9H9F3NO and charge +1 at a distorted geometry from the Open Molecules 2025 dataset. Energies are from ωB97M-V/def2-TZVPD.

Values from the calculation:
E_HOMO (spin up / spin down): -0.3412 / -0.4860 Ha
Expectation value of S²: 2.05
Kohn-Sham gap (spin up / spin down): 5.8 / 6.3 eV
Net charge: +1
Max |F|: 0.1112 Eh/bohr
Spin multiplicity: 3
LUMO (spin up / spin down): -3.5 / -7.0 eV
Total energy: -21156.57916 eV

Geometry (Å):
C 1.8464 1.4732 -1.0711
C 1.4982 -0.5548 0.2314
C 3.7365 0.3625 0.0074
C 0.9883 0.4673 -0.6065
C 3.1940 1.3951 -0.8102
C 2.8535 -0.4752 0.6399
C -1.2263 1.4958 0.1586
C -0.8183 1.1389 -2.3578
C -0.4357 0.4485 -1.0446
N -1.1204 -0.8113 -0.8576
O -2.1587 1.0642 0.7200
F 4.0342 2.1874 -1.4755
F 3.3513 -1.2771 1.5495
F -0.7621 2.6824 0.1918
H 1.6587 2.2364 -1.8177
H 0.8647 -1.4796 0.6274
H 4.7276 0.4193 0.2895
H -0.5835 2.3087 -2.3187
H -1.8908 1.2711 -2.4257
H -0.4287 0.6161 -3.2456
H -2.1221 -0.6700 -0.9750
H -0.8889 -1.0780 0.0622
H -0.9259 -1.4733 -1.4911

Atomic forces in eV per Å
C 0.7 0.0 -0.7
C 1.1 -4.2 3.8
C -0.6 -1.0 1.3
C -1.4 2.1 -3.4
C -1.3 1.1 -1.6
C -0.5 0.2 -1.3
C 0.2 -3.3 -2.9
C 0.4 2.3 0.2
C 0.4 4.8 1.3
N -1.8 3.0 1.5
O -0.9 0.0 1.2
F -0.3 -0.4 0.6
F -0.2 -0.8 0.4
F 0.7 1.2 0.3
H -0.8 -0.1 0.2
H 1.6 2.2 -0.7
H 1.9 -0.1 0.6
H 0.3 -2.8 -0.2
H -0.5 -0.7 -0.1
H 0.0 0.5 0.3
H -0.4 0.2 0.7
H -0.2 -1.1 1.6
H 1.7 -3.3 -3.1

Please write out number 6 again, unchanged.
Here is C9H9N2O as an isolated structure at a distorted geometry from the Open Molecules 2025 dataset. Energies are from ωB97M-V/def2-TZVPD.

Values from the calculation:
E_HOMO (spin up / spin down): -0.4773 / -0.4772 Ha
Kohn-Sham gap (spin up / spin down): 6.3 / 6.4 eV
Net charge: +1
Max |F|: 0.0821 Eh/bohr
LUMO (spin up / spin down): -6.7 / -6.6 eV
Energy above the lowest of the compared OMol25 structures with the same formula, charge and spin: 632.4 kJ/mol
Total energy: -14492.65570 eV

Geometry (Å):
C -3.4975 -0.8460 0.1875
C 3.7613 -0.3934 -0.7261
C -3.6307 0.4661 -0.2152
C -2.1713 -1.3230 0.6218
C 4.0557 -0.5035 0.6923
C 2.5523 0.2181 -0.9309
C -2.5076 1.2174 -0.3308
C -1.0636 -0.5406 0.4363
C 2.9780 0.1925 1.0314
N 2.0366 0.6690 0.2715
N -1.2545 0.7554 0.1014
O -0.2492 1.5996 0.0456
H -4.3390 -1.5344 0.3055
H 4.1911 -0.8939 -1.4938
H -4.5383 0.8925 -0.6354
H -1.8241 -2.3265 0.7332
H 4.9278 -0.6375 1.2532
H 2.0175 0.4195 -1.7924
H -2.3434 2.2174 -0.5443
H -0.0844 -0.8689 0.6120
H 0.9833 1.2205 0.3774

Atomic forces in eV per Å
C 2.0 -1.7 1.9
C -1.8 0.5 1.5
C -0.4 -0.5 -1.0
C -1.5 0.8 -2.4
C 0.0 1.3 0.1
C 1.0 0.2 1.4
C 3.5 -1.0 2.0
C -2.0 1.7 0.3
C -1.3 -0.2 -1.6
N 0.2 0.7 1.8
N -1.4 -0.5 -0.9
O 0.6 0.6 0.1
H 0.3 0.4 -0.3
H 2.0 -1.5 -1.8
H -0.1 -0.2 0.4
H -1.1 -0.9 0.6
H 1.1 -0.8 0.4
H -1.0 0.2 -1.6
H -0.6 1.9 -0.8
H 1.2 -0.3 0.2
H -0.8 -0.6 -0.5